Density functional theory data (wB97M-V/def2-TZVPD) for a 2-piece molecular cluster, C34H36ClN3O2 overall.

Summary:
LUMO = -2.509 eV
E = -2092.03027 Eh

Cartesian coordinates (Å):
C  3.6723  -3.9596  4.0179
C  4.8420  -3.0328  3.6524
N  4.4896  -1.6241  3.8803
C  5.4136  -0.5013  4.1381
C  4.4773  0.7370  4.2054
C  3.0789  0.1866  4.0516
C  1.8453  0.7837  4.0906
C  0.6725  -0.0065  3.9380
C  -0.5964  0.6136  4.0783
C  -1.8682  -0.0012  4.2077
C  -3.0416  0.7882  4.0469
C  -4.2753  0.1948  4.0874
C  -4.3713  -1.1945  4.2863
N  -5.6871  -1.6184  4.2597
C  -6.0371  -3.0334  4.4577
C  -4.8606  -3.9505  4.0929
C  -3.4918  -3.4812  4.6599
C  -3.2580  -2.0071  4.4801
C  -2.0289  -1.3918  4.4825
C  -6.6100  -0.4968  3.9870
C  -5.6758  0.7440  3.9403
C  0.8306  -1.3971  3.6626
C  2.0598  -2.0145  3.6627
C  3.1730  -1.2015  3.8568
C  2.2955  -3.4869  3.4708
H  3.8811  -4.9798  3.6748
H  3.6185  -4.0292  5.1109
H  5.7388  -3.2576  4.2359
H  5.1202  -3.1429  2.6015
H  5.9446  -0.6878  5.0761
H  6.1549  -0.4412  3.3374
H  4.5821  1.2700  5.1581
H  4.6946  1.4466  3.3980
H  1.7620  1.8448  4.2375
H  -0.5916  1.6912  4.0927
H  -2.9537  1.8490  3.8929
H  -6.3297  -3.1618  5.5021
H  -6.9248  -3.2501  3.8582
H  -5.0685  -4.9751  4.4209
H  -4.7941  -4.0061  3.0002
H  -3.4139  -3.7243  5.7272
H  -2.6727  -4.0220  4.1691
H  -1.1817  -1.9739  4.7882
H  -7.1201  -0.6825  3.0372
H  -7.3698  -0.4393  4.7708
H  -5.8938  1.4354  4.7630
H  -5.7846  1.2963  2.9993
H  -0.0179  -1.9802  3.3629
H  2.2084  -3.7222  2.4025
H  1.4837  -4.0351  3.9652
C  4.7123  4.4984  1.9717
C  3.5535  5.2558  2.5933
O  2.4898  5.4332  1.6939
C  1.4909  6.1497  2.3042
C  0.2738  6.2950  1.5522
N  -0.7942  6.8758  2.0351
C  -2.0079  6.6551  1.5445
C  -3.1672  7.2880  2.0333
C  -4.4492  6.7688  1.7347
C  -5.5779  7.3884  2.1992
C  -5.4779  8.5547  2.9560
Cl  -6.8928  9.3693  3.4587
C  -4.2180  9.0706  3.2797
C  -3.0882  8.4439  2.8413
O  1.5960  6.6009  3.4370
H  5.4455  4.1882  2.7195
H  4.3478  3.6106  1.4521
H  5.2285  5.1147  1.2328
H  3.1312  4.7315  3.4648
H  3.8500  6.2607  2.9325
H  0.2362  5.8373  0.5825
H  -2.1173  5.8629  0.8249
H  -4.5239  5.8615  1.1628
H  -6.5534  6.9795  1.9952
H  -4.1600  9.9699  3.8711
H  -2.1110  8.8337  3.0823


Density functional theory data (wB97M-V/def2-TZVPD) for C34H36N2NdO2S4 as an isolated structure.

Summary:
Net charge = +3
2S+1 = 4
LUMO (alpha / beta) = -9.326 / -9.298 eV
⟨S²⟩ = 3.754
E = -3730.49305 Eh

Cartesian coordinates (Å):
Nd  -1.5579  -0.2922  1.4275
O  -3.1668  -0.2857  2.9460
S  -4.4861  -1.1192  2.8624
C  -3.9718  -2.7550  3.4050
C  -2.5757  -3.1582  2.9104
C  -1.4913  -2.9374  3.9692
C  -0.0811  -3.1518  3.4295
S  0.6948  -1.6402  2.7381
O  0.4345  -0.6025  -0.2074
C  0.7513  -0.6255  4.2036
C  1.5905  -0.9858  5.2504
C  1.5669  -0.2483  6.4264
C  0.7137  0.8412  6.5561
C  -0.1109  1.2151  5.5041
C  -0.0767  0.4830  4.3278
C  -4.5526  -1.3683  1.0830
C  -4.1915  -0.2577  0.3026
C  -4.1837  -0.3683  -1.0808
C  -4.5333  -1.5708  -1.6850
C  -4.9298  -2.6454  -0.9051
C  -4.9437  -2.5534  0.4866
H  -4.7709  -3.4246  3.0840
H  -4.0206  -2.7120  4.4952
H  -2.3388  -2.6575  1.9592
H  -2.5873  -4.2148  2.6405
H  -1.6721  -3.6427  4.7839
H  -1.5734  -1.9464  4.4216
H  -0.0510  -3.8834  2.6201
H  0.5982  -3.4973  4.2053
H  2.2585  -1.8330  5.1508
H  2.2214  -0.5239  7.2431
H  0.6985  1.4095  7.4766
H  -0.7593  2.0764  5.5962
H  -0.7055  0.8087  3.5088
H  -4.1036  0.7269  0.7566
H  -3.9410  0.4951  -1.6872
H  -4.5325  -1.6541  -2.7638
H  -5.2434  -3.5688  -1.3742
H  -5.2723  -3.4057  1.0656
S  -0.6856  -1.8809  -0.6766
C  1.2738  0.1272  -0.8568
N  1.9476  -0.2087  -1.8993
C  2.8417  0.8317  -2.4898
C  3.4873  1.6153  -1.3889
N  2.4359  2.2177  -0.5431
C  2.6787  3.6302  -0.1095
C  2.7735  4.5177  -1.3196
C  1.6280  4.7886  -2.0667
C  1.7090  5.5889  -3.1960
C  2.9340  6.1280  -3.5770
C  4.0734  5.8675  -2.8304
C  3.9945  5.0599  -1.7020
C  1.3813  1.5274  -0.2362
S  0.1199  2.0727  0.7494
C  1.9561  -1.5674  -2.5484
C  1.0526  -1.7093  -3.7498
C  0.2949  -2.8696  -3.8642
C  -0.4766  -3.0955  -4.9955
C  -0.5085  -2.1543  -6.0147
C  0.2483  -0.9950  -5.9079
C  1.0358  -0.7784  -4.7870
H  2.2518  1.4760  -3.1408
H  3.5900  0.3168  -3.0853
H  4.0784  2.4240  -1.8123
H  4.1305  0.9962  -0.7607
H  3.6073  3.6285  0.4627
H  1.8659  3.9162  0.5478
H  0.6655  4.3962  -1.7498
H  0.8179  5.8129  -3.7677
H  2.9953  6.7652  -4.4492
H  5.0224  6.3004  -3.1183
H  4.8837  4.8766  -1.1074
H  1.7063  -2.3033  -1.7903
H  3.0026  -1.7206  -2.8147
H  0.3268  -3.6176  -3.0790
H  -1.0411  -4.0143  -5.0863
H  -1.1059  -2.3307  -6.8995
H  0.2477  -0.2699  -6.7111
H  1.6557  0.1082  -4.7612


Max |F| list, top to bottom, in eV/Å: 2.72 1.66
Energy relative to the best compared isomer or geometry (same formula, charge and spin) list, top to bottom, in kcal/mol: 4.8 3.4